ORCA calculation (ωB97M-V with the def2-TZVPD basis set) on a structure of composition C18H64N2O16.

Last column: Löwdin charge in e.
Positions of all 100 atoms, in Å:
C (-3.669, 0.924, 4.640)  -0.062
C (-2.152, 0.844, 4.484)  -0.497
C (-1.668, 2.123, 3.764)  -0.125
C (-0.106, 2.251, 3.664)  -0.172
C (0.342, 2.208, 5.147)  -0.161
C (-0.098, 0.937, 5.881)  -0.530
N (-1.532, 0.745, 5.802)  -0.229
O (-2.091, -0.233, 6.658)  -0.336
C (0.354, 1.157, 7.355)  -0.061
C (0.717, -0.251, 5.354)  -0.063
C (-1.721, -0.274, 3.485)  -0.061
H (-4.129, -0.069, 4.646)  0.067
H (-4.219, 1.451, 3.853)  0.069
H (-4.083, 1.351, 5.554)  0.072
H (-2.079, 2.953, 4.349)  0.111
H (-2.106, 2.265, 2.772)  0.104
H (0.298, 3.184, 3.263)  0.106
H (0.445, 1.477, 3.124)  0.053
H (-0.180, 3.105, 5.498)  0.107
H (1.396, 2.494, 5.212)  0.109
H (-0.240, 1.992, 7.732)  0.073
H (1.407, 1.449, 7.361)  0.062
H (0.176, 0.286, 7.983)  0.063
H (1.800, -0.242, 5.515)  0.068
H (0.586, -0.497, 4.300)  0.039
H (0.313, -1.147, 5.840)  0.074
H (-0.889, -0.161, 2.786)  0.038
H (-2.481, -0.338, 2.690)  0.068
H (-1.616, -1.249, 3.962)  0.075
C (1.896, 0.426, -3.897)  -0.015
C (0.879, -0.626, -3.378)  -0.480
C (1.700, -1.799, -2.891)  -0.161
C (0.775, -2.829, -2.194)  -0.144
C (0.146, -2.118, -1.003)  -0.141
C (-0.762, -0.937, -1.403)  -0.460
N (-0.027, -0.089, -2.356)  -0.091
O (-0.663, 1.130, -2.654)  -0.101
C (-1.057, -0.190, -0.127)  -0.025
C (-2.106, -1.550, -1.932)  -0.011
C (0.043, -1.169, -4.569)  -0.015
H (2.617, 0.802, -3.173)  0.074
H (1.347, 1.258, -4.331)  0.054
H (2.394, -0.082, -4.727)  0.089
H (2.572, -1.488, -2.318)  0.093
H (2.242, -2.321, -3.690)  0.109
H (1.465, -3.614, -1.868)  0.110
H (0.039, -3.321, -2.822)  0.075
H (0.762, -1.996, -0.115)  0.105
H (-0.568, -2.917, -0.757)  0.098
H (-1.374, -0.823, 0.707)  0.067
H (-1.888, 0.512, -0.241)  0.079
H (-0.258, 0.443, 0.270)  0.072
H (-2.652, -0.919, -2.629)  0.071
H (-2.805, -1.714, -1.107)  0.080
H (-1.988, -2.570, -2.308)  0.059
H (-0.754, -1.775, -4.138)  0.061
H (0.469, -1.806, -5.349)  0.083
H (-0.451, -0.351, -5.098)  0.079
O (-3.385, 1.820, -2.485)  -0.083
H (-3.667, 0.959, -2.801)  0.024
H (-2.402, 1.751, -2.396)  0.033
O (-0.334, 2.892, 0.291)  -0.067
H (0.014, 2.810, -0.613)  0.018
H (0.378, 2.605, 0.871)  -0.006
O (4.613, -3.706, -2.872)  -0.039
H (4.896, -4.597, -2.648)  0.058
H (3.658, -3.774, -2.981)  0.034
O (-1.057, -5.597, -3.981)  -0.056
H (-1.080, -4.828, -3.401)  0.004
H (-1.244, -6.341, -3.401)  0.034
O (2.517, 0.070, -0.603)  -0.059
H (1.601, 0.286, -0.887)  0.056
H (3.028, 0.094, -1.414)  0.034
O (3.174, -2.115, 1.036)  -0.080
H (2.972, -1.448, 0.355)  -0.015
H (2.649, -1.852, 1.796)  0.024
O (-2.972, 3.211, -0.084)  -0.082
H (-3.248, 2.602, -0.775)  -0.043
H (-2.042, 2.943, -0.013)  -0.029
O (5.672, -1.547, -4.143)  -0.084
H (5.605, -2.297, -3.525)  -0.007
H (5.078, -0.883, -3.783)  0.012
O (-0.547, 2.782, -5.534)  -0.058
H (-0.858, 3.341, -4.815)  0.035
H (-0.149, 2.028, -5.087)  -0.014
O (-1.045, -3.435, 1.965)  -0.050
H (-0.186, -3.328, 2.386)  0.037
H (-0.931, -3.066, 1.083)  -0.015
O (-5.081, 0.292, -0.799)  -0.064
H (-4.409, 0.956, -0.597)  0.005
H (-5.180, -0.210, 0.015)  0.037
O (2.056, 2.001, 1.549)  -0.059
H (1.429, 1.329, 1.833)  0.005
H (2.473, 1.628, 0.757)  0.028
O (3.609, 2.993, -6.326)  -0.055
H (3.871, 2.235, -5.793)  0.023
H (4.421, 3.491, -6.454)  0.026
O (0.619, 2.648, -2.429)  -0.105
H (0.648, 3.100, -3.276)  0.003
H (0.066, 1.856, -2.599)  -0.334

**HOMO-LUMO gap**: 2.951 eV
**HOMO**: 0.00976 Ha
**Total charge**: -2